--- P ---
Here is one molecule with the formula C4H3NO2 from the OMol25 dataset. Energies are from ωB97M-V with the def2-TZVPD basis set.

The geometry in XYZ format:
```
10
Properties=species:S:1:pos:R:3:mulliken_charge:R:1
C -0.18 -1.04 -1.33 -0.553
C 0.05 0.22 -0.72 0.429
C 1.45 0.46 -0.26 0.204
N 2.54 0.69 0.12 -0.388
O -0.76 0.91 0.07 -0.284
C -0.90 0.62 1.39 0.283
O -0.42 -0.46 1.90 -0.472
H 0.85 -1.36 -1.66 0.266
H -1.22 -1.69 -1.47 0.245
H -1.39 1.64 1.96 0.271
```

Calculated values
Structure (SMILES): C=C(C#N)OC=O
LUMO energy (eV): -0.28
Frontier orbital gap (eV): 10.1171
Molar mass (g/mol): 97.07

=====

--- Q ---
Here is one molecule with the formula C4H3NO2 from the OMol25 dataset. Energies are from ωB97M-V with the def2-TZVPD basis set.

The geometry in XYZ format:
```
10
Properties=species:S:1:pos:R:3:mulliken_charge:R:1
C 1.44 -0.74 -0.04 -0.530
C 0.28 -0.14 0.11 0.251
C 0.03 1.34 0.14 -0.234
N -1.23 1.66 -0.09 -0.251
O -1.95 0.41 -0.10 -0.164
C -1.19 -0.66 0.02 0.589
O -1.82 -1.72 0.11 -0.574
H 1.33 -1.84 -0.33 0.226
H 2.50 -0.55 -0.26 0.321
H 0.61 2.24 0.43 0.365
```

Calculated values
Structure (SMILES): C=C1C=NOC1=O
LUMO energy (eV): -0.92
Frontier orbital gap (eV): 9.3773
Molar mass (g/mol): 97.07

=====

Most stable structure: Q

=====

--- P ---
Here is one molecule with the formula C4H4N2O from the OMol25 dataset. Energies are from ωB97M-V with the def2-TZVPD basis set.

The geometry in XYZ format:
```
11
Properties=species:S:1:pos:R:3:mulliken_charge:R:1
N -1.19 -0.71 1.84 -0.463
C -0.32 0.06 1.48 0.320
C 0.74 0.77 1.10 -0.294
N 1.39 0.67 -0.12 -0.468
C 0.94 0.10 -1.17 0.066
C -0.41 -0.49 -1.44 -0.043
O -1.45 -0.08 -0.98 -0.462
H -2.15 -0.43 1.64 0.307
H 1.21 1.41 1.84 0.353
H 1.63 0.05 -2.03 0.349
H -0.41 -1.35 -2.15 0.335
```

Calculated values
Structure (SMILES): N=C=C/N=C\C=O
LUMO energy (eV): -0.46
Frontier orbital gap (eV): 8.3358
Molar mass (g/mol): 96.09

=====

--- Q ---
Here is one molecule with the formula C4H4N2O from the OMol25 dataset. Energies are from ωB97M-V with the def2-TZVPD basis set.

The geometry in XYZ format:
```
11
Properties=species:S:1:pos:R:3:mulliken_charge:R:1
C 1.99 -1.66 -0.23 -0.918
C 1.34 -0.58 -0.67 0.491
N 0.81 0.25 -1.34 -0.365
N -0.22 0.98 -0.88 -0.100
C 0.15 1.41 0.54 -0.658
C 1.29 0.90 1.04 0.831
O 2.42 0.90 1.49 -0.448
H 1.47 -2.67 -0.19 0.219
H 2.80 -1.56 0.43 0.313
H -1.08 0.47 -1.14 0.269
H -0.70 1.87 0.96 0.366
```

Calculated values
Structure (SMILES): C=C=NNC=C=O
LUMO energy (eV): -0.38
Frontier orbital gap (eV): 7.8483
Molar mass (g/mol): 96.09

=====

--- R ---
Here is one molecule with the formula C4H4N2O from the OMol25 dataset. Energies are from ωB97M-V with the def2-TZVPD basis set.

The geometry in XYZ format:
```
11
Properties=species:S:1:pos:R:3:mulliken_charge:R:1
C -1.95 -0.78 0.10 -1.020
C -0.47 -0.56 -0.13 0.566
N 0.52 -1.35 -0.14 -0.622
C 1.66 -0.59 0.08 -0.012
N 1.41 0.68 0.11 -0.502
C 0.03 0.78 -0.13 0.690
O -0.64 1.85 -0.01 -0.494
H -2.46 -0.16 -0.64 0.330
H -2.08 -0.28 0.97 0.336
H -2.19 -1.85 0.26 0.309
H 2.69 -0.84 0.17 0.417
```

Calculated values
Structure (SMILES): CC1=NC=NC1=O
LUMO energy (eV): -1.98
Frontier orbital gap (eV): 8.3981
Molar mass (g/mol): 96.09

=====

--- S ---
Here is C4H4N2O as an isolated structure from the OMol25 dataset. Energies are from ωB97M-V with the def2-TZVPD basis set.

The geometry in XYZ format:
```
11
Properties=species:S:1:pos:R:3:mulliken_charge:R:1
N 2.74 1.01 0.90 -0.439
C 2.02 0.33 0.27 0.130
C 0.94 -0.19 -0.47 -0.344
O 0.11 -1.17 0.06 -0.296
C -1.24 -0.77 -0.11 -0.302
C -1.44 0.55 0.50 0.435
N -1.46 1.61 0.98 -0.410
H 0.91 -0.13 -1.57 0.379
H 0.82 0.99 0.25 0.301
H -1.52 -0.72 -1.18 0.263
H -1.88 -1.51 0.38 0.283
```

Calculated values
LUMO energy (eV): 0.40
Frontier orbital gap (eV): 10.1211
Molar mass (g/mol): 96.09

=====

Most stable structure: R

=====

--- P ---
Here is one molecule with the formula C4H4N2O from the OMol25 dataset. Energies are from ωB97M-V with the def2-TZVPD basis set.

The geometry in XYZ format:
```
11
Properties=species:S:1:pos:R:3:mulliken_charge:R:1
H 1.98 -2.33 0.36 0.227
N 1.38 -1.53 0.17 -0.507
C 2.06 -0.49 -0.11 0.036
N 1.34 0.64 -0.51 -0.416
C 0.18 0.70 -0.12 0.664
C -1.04 0.97 0.26 -0.570
C -2.32 0.29 -0.05 0.080
O -2.57 -0.89 0.00 -0.448
H 3.14 -0.40 -0.19 0.366
H -1.05 2.01 0.55 0.293
H -3.09 1.03 -0.35 0.273
```

Calculated values
Structure (SMILES): [H]/N=C/N=C=CC=O
LUMO energy (eV): 0.19
Frontier orbital gap (eV): 9.6922
Molar mass (g/mol): 96.09

=====

--- Q ---
Here is C4H4N2O as an isolated structure from the OMol25 dataset. Energies are from ωB97M-V with the def2-TZVPD basis set.

The geometry in XYZ format:
```
11
Properties=species:S:1:pos:R:3:mulliken_charge:R:1
C -0.93 -0.20 -1.15 -0.208
C 0.10 -0.28 0.59 0.364
C 0.93 0.23 1.50 -0.666
C 0.22 0.57 -0.47 0.384
H -0.71 -0.59 -2.20 0.289
H -1.92 0.46 -1.03 0.191
H -0.61 -2.03 -0.29 0.260
H 1.35 0.02 2.44 0.457
N -0.93 -1.14 0.01 -0.472
N 1.03 1.60 -0.36 -0.474
O 1.47 1.37 0.95 -0.124
```

Calculated values
LUMO energy (eV): 0.88
Frontier orbital gap (eV): 10.2807
Molar mass (g/mol): 96.09

=====

--- R ---
Here is C4H4N2O as an isolated structure from the OMol25 dataset. Energies are from ωB97M-V with the def2-TZVPD basis set.

The geometry in XYZ format:
```
11
Properties=species:S:1:pos:R:3:mulliken_charge:R:1
N -0.86 2.80 1.04 -0.393
C -0.77 1.95 0.26 0.246
C -0.70 0.77 -0.61 -0.171
O 0.56 0.38 -1.00 -0.379
C 1.07 -0.78 -0.19 -0.126
C -0.03 -1.31 0.64 0.215
N -0.03 -2.23 1.36 -0.438
H -1.48 0.74 -1.39 0.334
H -1.05 -0.26 0.26 0.181
H 1.40 -1.58 -0.87 0.266
H 1.88 -0.48 0.48 0.266
```

Calculated values
LUMO energy (eV): -0.78
Frontier orbital gap (eV): 10.0679
Molar mass (g/mol): 96.09

=====

--- S ---
Here is a 2-piece molecular cluster, C4H4N2O overall from the OMol25 dataset. Energies are from ωB97M-V with the def2-TZVPD basis set.

The geometry in XYZ format:
```
11
Properties=species:S:1:pos:R:3:mulliken_charge:R:1
H 2.06 0.97 0.79 0.210
N 1.22 0.67 0.31 -0.489
C 0.77 -0.46 0.74 0.200
C -0.39 -1.19 0.34 -0.865
C -1.38 -0.94 -0.56 0.785
O -2.31 -1.26 -1.17 -0.385
H 1.33 -0.99 1.52 0.321
H -0.54 -2.16 0.81 0.272
C -0.14 1.72 -0.83 0.194
N -1.09 1.07 -1.06 -0.553
H 0.46 2.60 -0.88 0.312
```

Calculated values
Structure (SMILES): [H]/N=C/C=C=O.C#N
LUMO energy (eV): 0.72
Frontier orbital gap (eV): 9.6430
Molar mass (g/mol): 96.09

=====

Most stable structure: P

=====

--- P ---
Here is C4H4O3 as an isolated structure from the OMol25 dataset. Energies are from ωB97M-V with the def2-TZVPD basis set.

The geometry in XYZ format:
```
11
Properties=species:S:1:pos:R:3:mulliken_charge:R:1
O 0.79 -1.39 0.99 -0.524
C 0.38 -0.15 1.12 0.076
C -0.47 -0.03 -0.06 0.187
C -0.15 1.33 -0.57 -0.271
O 1.07 1.06 0.12 -0.439
C -0.16 -1.36 -0.48 0.128
O -1.43 -1.46 -0.23 -0.480
H 0.36 0.33 2.10 0.422
H -0.05 1.44 -1.65 0.249
H -0.74 2.16 -0.14 0.230
H 0.40 -1.92 -1.22 0.423
```

Calculated values
LUMO energy (eV): 0.76
Frontier orbital gap (eV): 10.9531
Molar mass (g/mol): 100.07

=====

--- Q ---
Here is one molecule with the formula C4H4O3 from the OMol25 dataset. Energies are from ωB97M-V with the def2-TZVPD basis set.

The geometry in XYZ format:
```
11
Properties=species:S:1:pos:R:3:mulliken_charge:R:1
O 2.29 0.69 -0.11 -0.442
C 1.13 1.00 -0.17 -0.174
C 0.03 -0.03 -0.12 1.020
C 0.45 -1.42 0.29 -0.199
O 0.99 -1.61 1.35 -0.428
C -1.37 0.38 0.06 -0.510
O -0.86 0.11 -1.23 -0.426
H 0.80 2.04 -0.34 0.311
H 0.24 -2.24 -0.43 0.349
H -2.09 -0.35 0.44 0.277
H -1.61 1.42 0.28 0.222
```

Calculated values
Structure (SMILES): O=CC1(C=O)CO1
LUMO energy (eV): 0.51
Frontier orbital gap (eV): 10.6411
Molar mass (g/mol): 100.07

=====

Most stable structure: Q

=====

--- P ---
Here is one molecule with the formula C4H12N2 from the OMol25 dataset. Energies are from ωB97M-V with the def2-TZVPD basis set.

The geometry in XYZ format:
```
18
Properties=species:S:1:pos:R:3:mulliken_charge:R:1
C -2.01 -0.49 -0.50 -0.772
N -0.44 0.16 -1.13 -0.501
C 0.42 0.11 0.00 1.202
C 1.91 -0.01 -0.37 -1.636
C 0.20 1.29 0.95 -1.474
N -0.01 -1.15 0.66 -0.643
H -2.32 -1.28 0.19 0.280
H -2.42 -0.76 -1.46 0.335
H -2.40 0.45 -0.11 0.296
H 0.02 0.07 -2.04 0.213
H 2.24 0.90 -0.88 0.382
H 2.09 -0.85 -1.05 0.420
H 2.54 -0.14 0.51 0.362
H 0.84 1.22 1.84 0.368
H 0.42 2.22 0.44 0.331
H -0.84 1.33 1.31 0.360
H 0.17 -1.94 0.05 0.232
H -0.41 -1.13 1.60 0.246
```

Calculated values
Structure (SMILES): CNC(C)(C)N
LUMO energy (eV): 1.08
Frontier orbital gap (eV): 8.8158
Molar mass (g/mol): 88.15

=====

--- Q ---
Here is a 2-piece molecular cluster, C4H12N2 overall from the OMol25 dataset. Energies are from ωB97M-V with the def2-TZVPD basis set.

The geometry in XYZ format:
```
18
Properties=species:S:1:pos:R:3:mulliken_charge:R:1
H 2.60 0.58 1.87 0.207
N 2.83 -0.10 1.10 -0.704
C 2.32 0.03 -0.12 0.290
N 3.12 -0.09 -1.23 -0.424
H 1.25 0.18 -0.37 0.087
H 2.84 -0.40 -2.12 0.220
H 4.08 -0.35 -0.95 0.297
C -1.87 1.25 -0.17 -1.058
C -1.96 0.04 0.74 -0.168
C -1.53 -1.27 0.07 -1.052
H -0.75 1.58 -0.16 0.181
H -2.37 2.10 0.25 0.348
H -2.07 1.05 -1.20 0.325
H -3.00 -0.04 0.90 0.329
H -1.37 0.20 1.69 0.252
H -1.51 -2.07 0.84 0.273
H -2.10 -1.44 -0.77 0.413
H -0.52 -1.25 -0.37 0.184
```

Calculated values
Structure (SMILES): [H]/N=C/N.CCC
LUMO energy (eV): 1.00
Frontier orbital gap (eV): 9.7027
Molar mass (g/mol): 88.15

=====

Most stable structure: Q

=====

--- P ---
Here is one molecule with the formula C4H12N2 from the OMol25 dataset. Energies are from ωB97M-V with the def2-TZVPD basis set.

The geometry in XYZ format:
```
18
Properties=species:S:1:pos:R:3:mulliken_charge:R:1
N -1.56 -1.01 -1.47 -0.596
C -1.63 -0.27 -0.15 -0.994
C -0.89 -0.49 1.07 -0.418
C 0.54 -0.33 0.78 -0.497
C 1.05 0.61 -0.34 -0.643
N 2.09 1.58 0.24 -0.685
H -0.76 -0.62 -1.91 0.330
H -1.24 -1.92 -1.18 0.239
H -1.41 0.67 -0.59 0.597
H -2.82 -0.27 0.06 0.279
H -1.10 0.22 1.83 0.324
H -1.18 -1.48 1.49 0.259
H 1.04 0.01 1.82 0.292
H 1.00 -1.25 0.58 0.339
H 0.28 1.14 -0.79 0.381
H 1.32 0.04 -1.25 0.286
H 2.91 0.99 0.25 0.247
H 2.37 2.39 -0.43 0.259
```

Calculated values
Structure (SMILES): NCCCCN
LUMO energy (eV): 0.94
Frontier orbital gap (eV): 10.6174
Molar mass (g/mol): 88.15

=====

--- Q ---
Here is one molecule with the formula C4H12N2 from the OMol25 dataset. Energies are from ωB97M-V with the def2-TZVPD basis set.

The geometry in XYZ format:
```
18
Properties=species:S:1:pos:R:3:mulliken_charge:R:1
N -1.88 -0.85 -0.38 -0.618
C -0.96 -0.50 -1.47 -0.891
C 0.50 -0.27 -1.08 -0.352
C 0.75 0.99 -0.17 -0.625
C 1.14 0.62 1.27 -0.860
N 0.16 -0.12 2.07 -0.607
H -1.94 -0.08 0.27 0.268
H -1.55 -1.66 0.12 0.244
H -1.34 0.45 -1.81 0.435
H -1.06 -1.29 -2.18 0.370
H 0.85 -1.17 -0.55 0.300
H 1.05 -0.02 -2.00 0.286
H -0.12 1.65 -0.30 0.405
H 1.59 1.53 -0.56 0.346
H 2.04 0.07 1.27 0.432
H 1.36 1.55 1.79 0.324
H -0.77 0.21 1.85 0.239
H 0.19 -1.11 1.86 0.305
```

Calculated values
Structure (SMILES): NCCCCN
LUMO energy (eV): 1.09
Frontier orbital gap (eV): 10.1444
Molar mass (g/mol): 88.15

=====

--- R ---
Here is one molecule with the formula C4H12N2 from the OMol25 dataset. Energies are from ωB97M-V with the def2-TZVPD basis set.

The geometry in XYZ format:
```
18
Properties=species:S:1:pos:R:3:mulliken_charge:R:1
C 0.65 -1.86 1.91 -0.819
N -0.15 -0.83 1.24 -0.402
C 0.56 -0.26 0.07 -0.835
C -0.23 0.88 -0.53 0.664
C 0.46 1.83 -1.50 -1.513
N -1.52 0.49 -1.13 -0.606
H 0.51 -2.86 1.48 0.286
H 1.70 -1.65 1.83 0.312
H 0.27 -1.97 2.94 0.278
H -0.92 -1.33 0.80 0.196
H 1.52 0.10 0.44 0.413
H 0.81 -1.07 -0.63 0.276
H -0.45 1.53 0.32 0.099
H 1.33 2.32 -1.06 0.391
H -0.27 2.61 -1.70 0.399
H 0.80 1.42 -2.45 0.370
H -1.91 -0.34 -0.69 0.224
H -1.38 0.23 -2.10 0.267
```

Calculated values
Structure (SMILES): CNC[C@@H](C)N
LUMO energy (eV): 1.08
Frontier orbital gap (eV): 10.1375
Molar mass (g/mol): 88.15

=====

Most stable structure: Q